(1)
{
  "formula": "C36H72O18",
  "method": "ωB97M-V with the def2-TZVPD basis set",
  "elements": ["H", "H", "H", "C", "H", "C", "H", "H", "C", "O", "H", "H", "C", "C", "H", "H", "H", "H", "H", "H", "H", "H", "C", "H", "H", "H", "H", "O", "C", "H", "H", "H", "H", "H", "C", "H", "C", "H", "C", "C", "C", "H", "C", "H", "C", "O", "O", "C", "H", "O", "H", "H", "O", "C", "H", "H", "H", "H", "H", "C", "C", "C", "H", "H", "O", "C", "O", "H", "H", "O", "H", "C", "C", "H", "O", "C", "H", "O", "C", "C", "H", "C", "C", "C", "C", "H", "H", "H", "O", "H", "H", "O", "H", "H", "C", "O", "C", "C", "H", "C", "H", "H", "H", "H", "H", "H", "H", "C", "H", "C", "H", "H", "C", "H", "O", "O", "O", "H", "H", "H", "H", "H", "H", "H", "H", "O"],
  "xyz": [[-1.483, 3.252, 7.419], [-3.317, 2.239, 5.946], [-5.099, 4.357, -7.627], [5.740, -3.194, 3.227], [5.297, -3.400, 4.204], [0.432, -4.328, 4.178], [-1.635, 3.910, 5.785], [1.552, -4.286, 1.435], [-3.743, 2.994, -5.037], [-0.259, 1.343, 5.054], [3.262, -1.183, -4.856], [5.255, -0.647, 0.899], [-1.227, 0.825, -0.189], [-0.029, 2.396, 6.005], [0.503, 2.101, 6.910], [1.140, 4.916, -0.005], [-0.423, -4.666, 6.122], [6.155, -4.123, 2.841], [0.542, 3.218, 5.561], [3.855, 1.199, 1.709], [0.571, 1.812, 1.973], [-2.625, 0.248, -3.786], [0.912, 0.254, 0.546], [-5.671, 4.812, -6.035], [-2.254, -4.924, -1.427], [3.626, -0.281, -0.640], [6.516, -2.466, 3.447], [0.611, 2.444, -3.316], [1.353, 3.366, -2.709], [-1.508, -1.783, 5.068], [-2.069, 1.940, -3.371], [0.319, 0.032, -1.484], [-2.235, 1.192, 6.939], [3.647, 1.880, -1.951], [-1.271, -2.583, 4.366], [2.142, -2.000, -7.204], [-0.742, -4.768, 5.072], [-3.333, -1.266, 0.381], [0.899, 2.114, -4.672], [5.406, 0.312, 0.398], [-2.062, -4.060, -0.791], [1.687, -0.476, 0.799], [-4.808, 4.430, -6.584], [-4.715, 1.478, 0.821], [-2.577, -4.387, 0.600], [-3.717, 2.647, -0.923], [-3.571, 1.722, -4.814], [-1.685, 1.278, 4.805], [-1.667, 4.165, -1.578], [4.234, 2.342, 0.081], [-1.934, 1.898, 3.944], [-4.554, -2.479, 0.370], [-3.298, 3.929, -4.426], [-4.478, 2.184, 1.611], [-5.372, 2.475, 2.155], [0.566, -3.800, -6.607], [-3.457, 1.264, -2.710], [0.220, 1.302, -4.905], [0.698, -2.158, 3.645], [-0.122, -0.168, -0.507], [4.407, 1.700, -1.186], [1.249, -3.484, -5.826], [5.038, -0.260, -1.690], [1.798, -0.399, -5.475], [-3.902, 3.441, 1.173], [3.770, -3.449, 2.026], [-1.779, -3.846, 4.853], [5.430, 2.020, 1.768], [-3.967, 5.104, -6.431], [-4.507, 3.124, -6.127], [1.947, 1.862, -4.835], [0.244, -2.844, 4.372], [-3.469, -2.343, 0.242], [-2.065, 0.259, 4.846], [4.793, -2.662, 2.310], [2.208, -1.332, -5.108], [0.933, -1.446, -3.301], [0.934, 3.394, -1.442], [2.276, -2.406, -6.197], [-1.360, 3.023, 6.357], [1.367, -4.777, 4.506], [-2.903, 1.292, -3.652], [-2.422, 4.955, -1.543], [1.496, -2.084, -3.983], [4.562, 0.245, -0.841], [-1.226, 1.818, -0.640], [5.340, 2.131, -1.575], [1.778, -4.344, -5.396], [3.590, -4.568, 2.386], [0.285, -4.615, 3.136], [2.215, -2.609, -3.341], [2.960, -2.719, 1.233], [0.941, -2.676, 0.962], [-3.695, 1.762, 2.237], [-2.297, 1.879, 6.094], [-2.808, -3.124, 1.204], [1.674, 4.064, -0.430], [1.759, -3.391, 0.860], [-1.000, -3.822, -0.772], [-2.854, -2.777, -1.122], [-1.772, -2.419, 3.410], [-1.767, -4.849, 1.169], [1.702, 3.322, 0.365], [-0.405, -1.216, -0.418], [-2.206, 0.357, -0.315], [1.674, -3.698, -0.187], [1.556, 0.973, 0.024], [4.748, 1.454, 1.134], [0.043, 0.220, 2.627], [-3.615, 3.535, -0.116], [-2.952, 4.965, -2.491], [3.290, -2.810, -6.251], [0.126, 0.841, 1.738], [-2.167, -1.992, -1.431], [0.594, -2.922, -4.682], [2.298, 3.962, -3.148], [-1.201, 1.015, 1.228], [-1.076, -5.802, 4.982], [0.707, 3.013, -5.264], [-1.898, 5.890, -1.358], [-3.475, -5.009, 0.574], [6.456, 0.473, 0.160], [0.631, -2.525, 5.342], [2.681, 4.380, -0.685], [-3.672, -2.868, -1.837], [-3.242, 4.772, -0.384]],
  "gap_ev": 9.69,
  "smiles": "COC(=O)OC.COC(=O)OC.COC(=O)OC.COC(=O)OC.C1CCOC1.C1CCOC1.C1CCOC1.C1CCOC1.C1CCOC1.C1CCOC1",
  "lumo_ha": 0.02211
}

---

(2)
{
  "formula": "C36H72O18",
  "method": "ωB97M-V with the def2-TZVPD basis set",
  "elements": ["C", "C", "H", "H", "H", "C", "H", "H", "H", "H", "O", "C", "C", "H", "O", "H", "C", "C", "H", "H", "H", "O", "C", "C", "H", "C", "H", "C", "H", "C", "H", "H", "C", "H", "H", "H", "O", "C", "C", "H", "H", "C", "O", "O", "H", "H", "C", "H", "H", "C", "O", "H", "H", "C", "H", "H", "H", "O", "C", "H", "H", "H", "C", "O", "H", "O", "C", "H", "C", "H", "H", "C", "H", "H", "H", "O", "H", "H", "O", "O", "C", "H", "C", "H", "H", "H", "C", "H", "H", "H", "O", "C", "C", "H", "C", "H", "H", "H", "H", "H", "C", "C", "H", "H", "H", "H", "O", "H", "C", "C", "H", "H", "C", "H", "H", "H", "H", "H", "H", "O", "O", "H", "O", "C", "H", "H"],
  "xyz": [[4.361, 0.720, 7.525], [-8.441, 2.692, -0.330], [-10.426, 4.310, -1.027], [-7.258, -3.088, -4.118], [3.672, 1.584, 4.569], [4.595, -2.486, 2.306], [1.747, -1.058, 1.391], [0.477, -2.802, -6.159], [3.675, 0.160, 8.161], [-7.865, -0.140, 0.074], [-8.956, 2.791, 0.821], [4.340, -1.721, 3.575], [1.037, -2.727, -5.227], [-2.607, 3.255, -0.094], [4.556, -4.830, -2.869], [1.620, 0.694, 1.093], [-0.757, 3.455, 5.265], [1.243, -0.139, 1.687], [-1.836, 3.429, 5.414], [-0.238, 3.159, 6.177], [0.291, 2.778, -4.295], [-0.141, -0.294, 1.563], [0.097, -1.425, -3.445], [-6.510, -2.310, -3.965], [4.427, -0.635, 3.533], [5.450, 1.234, -1.515], [3.239, 0.372, -3.759], [3.945, -3.777, 2.500], [-4.288, 3.250, -0.280], [-0.216, 4.779, 4.754], [2.260, 0.737, 5.290], [-5.136, -3.968, -4.132], [-0.701, -0.957, 0.579], [4.248, 2.615, -0.265], [4.123, 1.906, -4.028], [5.635, -2.581, 1.995], [-0.898, 2.185, -1.721], [-3.391, 2.775, -0.678], [-0.694, 2.386, -4.552], [-0.963, 2.516, -5.600], [2.938, 3.298, 5.967], [-5.479, -3.267, -2.058], [-3.033, 2.943, -2.045], [0.750, -1.412, -4.726], [1.800, 4.335, 4.422], [5.042, -2.133, 4.299], [0.915, 4.448, 3.795], [2.632, 1.058, -1.395], [0.156, -4.614, -4.496], [-7.224, 0.707, 0.320], [-1.774, 2.811, -3.775], [0.182, 5.385, 5.568], [3.364, -1.636, -0.364], [-2.757, -1.081, -0.475], [1.012, 5.162, 2.977], [5.255, 0.510, -0.724], [-6.375, -1.706, -4.863], [3.990, -3.140, -1.688], [4.177, 2.239, 7.441], [-0.987, 5.387, 4.281], [-4.557, -3.335, -1.481], [-0.970, -3.091, -2.601], [-5.218, -3.042, -3.562], [-6.256, -2.165, -1.671], [-9.448, 5.420, -2.039], [-8.577, 3.550, -1.389], [5.109, -5.474, -4.016], [4.638, -1.171, -1.574], [-6.787, -1.456, -2.767], [2.553, -4.228, 4.084], [2.915, -1.393, -1.953], [3.173, 1.781, -2.006], [0.823, -1.436, -2.632], [4.041, -1.974, 1.519], [2.081, -2.936, -5.460], [-1.917, -0.559, 0.531], [-3.765, -0.945, -0.083], [4.678, -4.364, 3.053], [-7.621, 1.724, -0.637], [-0.108, -1.704, -0.200], [-0.628, -2.740, -3.574], [-6.190, 0.412, 0.141], [0.458, -3.642, -4.107], [-0.194, 3.249, 2.371], [1.265, 2.487, 2.886], [1.190, -3.807, -3.316], [0.426, 3.080, 3.251], [5.339, 0.506, 7.955], [3.651, -4.251, 1.564], [1.461, 0.071, 2.734], [3.039, -2.242, 4.002], [-9.424, 4.686, -1.234], [3.754, -1.776, -1.372], [-1.502, -2.643, -4.219], [4.378, 2.316, -1.306], [-3.365, 1.740, -0.337], [-4.347, -2.420, -3.771], [-0.709, 1.304, -4.421], [4.783, -6.513, -3.991], [2.027, 2.130, 6.932], [-1.825, 2.568, -2.454], [3.833, 1.157, -3.291], [-2.732, -0.408, -1.332], [-7.870, -1.463, -2.646], [-6.186, -4.077, -1.880], [2.352, 2.421, -2.330], [-0.309, 2.518, 4.281], [-0.535, -0.545, -3.324], [2.991, 2.330, 6.464], [2.638, -3.446, 3.330], [5.039, 2.705, 6.963], [1.747, -3.395, 2.704], [3.237, 1.181, 5.483], [4.710, 3.207, -1.839], [-6.325, -0.480, -2.919], [-9.026, 5.251, -0.392], [3.964, 2.628, 8.437], [4.760, -5.080, -4.971], [-7.380, 0.913, 1.379], [4.189, 0.352, 6.140], [4.640, -2.715, -3.852], [-2.595, -2.129, -0.727], [5.112, 0.711, -2.800], [4.377, -3.509, -2.930], [6.198, -5.513, -4.030], [6.495, 1.533, -1.445]],
  "gap_ev": [8.69, 2.56],
  "multiplicity": 2,
  "total_charge": 1,
  "lumo_ha": [-0.09047, -0.31580]
}

---

Calculated values (hartree) of total energy for the records, taken in order: -2769.07307 -2768.68301.